Formula: C3H4N2OSi
Source: OMol25
Level of theory: ωB97M-V/def2-TZVPD

Values from the calculation:
E_tot, eV: -16076.5094
Energy relative to the best compared isomer or geometry (same formula, charge and spin), kJ/mol: 273.0
Highest occupied orbital energy (alpha / beta), eV: -11.22 / -10.29
Total charge: 0
F_max, eV/A: 4.05

Structure (XYZ):
```
11
Properties=species:S:1:pos:R:3:forces:R:3:mulliken_charge:R:1
C 1.013611 -0.544677 1.278170 -2.5 -0.7 0.1 0.2884
C -0.969846 -1.871754 0.801952 -1.6 -3.5 -1.4 0.4033
C -0.381379 -0.710007 1.263721 -0.9 3.1 -0.3 -0.1382
N 2.142908 -0.511411 1.251939 2.9 0.3 0.0 -0.3058
N -1.456094 -2.867189 0.389362 1.3 2.7 1.2 -0.3601
O -0.890593 0.656829 -0.410244 -0.7 -1.8 1.3 -0.3141
Si 0.282894 1.183400 -1.383204 -2.2 1.4 -0.9 0.4482
H -0.991233 0.120351 1.710858 0.6 -1.3 -0.2 0.2555
H 0.867055 0.426651 -2.435639 0.4 -0.8 -0.7 -0.0941
H 1.162590 1.894983 -0.610073 2.0 1.1 1.1 -0.1202
H -0.779913 2.222823 -1.856843 0.8 -0.5 -0.3 -0.0630
```
Forces are in eV/Å.